(1)
{
  "formula": "C13H10ClN3S",
  "method": "wB97M-V/def2-TZVPD",
  "symbols": ["Cl", "C", "C", "C", "N", "N", "C", "N", "C", "C", "C", "S", "C", "C", "C", "C", "C", "C", "H", "H", "H", "H", "H", "H", "H", "H", "H", "H"],
  "xyz": [[-0.482, -2.385, -2.463], [-0.934, -1.406, -1.065], [-0.271, -0.300, -0.546], [0.953, 0.306, -1.080], [1.405, 0.154, -2.312], [2.584, 0.843, -2.479], [2.802, 1.380, -1.309], [1.885, 1.052, -0.402], [2.071, 1.798, 0.860], [3.450, 2.458, 0.729], [3.846, 2.294, -0.749], [-1.156, 0.472, 0.808], [-2.342, -0.832, 0.771], [-3.424, -0.979, 1.637], [-4.317, -2.030, 1.430], [-4.101, -2.945, 0.388], [-3.037, -2.767, -0.463], [-2.129, -1.712, -0.272], [2.006, 1.155, 1.752], [1.302, 2.597, 0.962], [4.133, 1.940, 1.426], [3.475, 3.502, 1.010], [3.888, 3.248, -1.216], [4.845, 1.811, -0.869], [-3.612, -0.272, 2.434], [-5.186, -2.152, 2.056], [-4.840, -3.740, 0.208], [-2.816, -3.490, -1.247]],
  "e_tot_ev": -41470.969,
  "fmax_ev_per_a": 1.8,
  "total_charge": 0,
  "smiles": "Clc1c(-c2nnc3n2CCC3)sc2ccccc12",
  "homo_energy_ev": -8.224,
  "relative_energy_ev": 1.0119,
  "e_lumo_ev": 0.26
}

=====

(2)
{
  "formula": "C13H10N2",
  "method": "wB97M-V/def2-TZVPD",
  "symbols": ["N", "C", "C", "C", "C", "C", "C", "C", "N", "C", "C", "C", "C", "C", "C", "H", "H", "H", "H", "H", "H", "H", "H", "H", "H"],
  "xyz": [[0.138, 2.573, -0.149], [0.009, 1.099, 0.014], [1.274, 0.469, 0.082], [2.476, 0.974, 0.071], [3.554, 0.196, 0.095], [3.540, -1.155, -0.158], [2.305, -1.789, -0.184], [1.252, -0.988, 0.030], [0.002, -1.536, 0.136], [-1.098, -0.912, -0.111], [-2.341, -1.743, 0.005], [-3.520, -1.215, 0.058], [-3.660, 0.220, -0.057], [-2.578, 1.044, -0.227], [-1.189, 0.477, -0.349], [0.811, 2.863, 0.788], [-0.774, 3.200, 0.086], [2.720, 1.943, 0.114], [4.455, 0.628, 0.087], [4.534, -1.654, -0.340], [2.064, -2.868, -0.652], [-2.184, -2.745, 0.201], [-4.416, -1.895, 0.551], [-4.697, 0.620, 0.189], [-2.677, 2.194, -0.281]],
  "e_tot_ev": -16619.997,
  "fmax_ev_per_a": 6.0,
  "total_charge": 0,
  "smiles": "Nc1c2ccccc2nc2ccccc12",
  "homo_energy_ev": -7.852,
  "relative_energy_ev": 2.6836,
  "e_lumo_ev": -0.39
}

=====

(3)
{
  "formula": "C13H10N4O2",
  "method": "wB97M-V/def2-TZVPD",
  "symbols": ["C", "C", "N", "C", "N", "C", "O", "N", "C", "C", "C", "C", "O", "C", "C", "C", "N", "C", "C", "H", "H", "H", "H", "H", "H", "H", "H", "H", "H"],
  "xyz": [[0.007, 2.691, 0.865], [-0.730, 1.382, 0.791], [-2.101, 1.429, 0.956], [-2.857, 0.266, 1.024], [-4.128, 0.157, 1.218], [-4.290, -1.231, 1.141], [-5.457, -1.900, 1.298], [-3.234, -1.981, 0.862], [-2.252, -1.009, 0.768], [-0.899, -1.065, 0.522], [-0.077, 0.178, 0.628], [1.381, 0.058, 0.629], [1.943, 0.210, 1.700], [2.175, -0.320, -0.570], [1.646, -0.570, -1.858], [2.512, -0.845, -2.953], [3.870, -0.821, -2.865], [4.376, -0.587, -1.630], [3.580, -0.346, -0.520], [1.075, 2.627, 0.615], [-0.477, 3.335, 0.112], [-0.025, 3.136, 1.851], [-2.632, 2.299, 0.978], [-5.175, -2.793, 1.132], [-0.422, -2.030, 0.374], [0.576, -0.584, -2.006], [2.081, -1.087, -3.920], [5.463, -0.503, -1.539], [4.070, -0.094, 0.398]],
  "e_tot_ev": -23698.373,
  "fmax_ev_per_a": 3.7,
  "total_charge": 0,
  "smiles": "Cc1[nH]c2nc(O)nc-2cc1C(=O)c1ccncc1",
  "homo_energy_ev": -8.626,
  "relative_energy_ev": 0.0000,
  "e_lumo_ev": -0.73
}